ORCA calculation (the ωB97M-V functional and the def2-TZVPD basis) on 9 unconnected molecules or ions with the total composition C43H112N10O14 at a distorted geometry.

Last columns: bonded neighbours and bond lengths (Å).
Element x y z (Å)
1 C 14.292 1.415 -0.391  O2 1.492, H7 1.090, H8 1.090, H9 1.090
2 O 12.897 1.523 -0.911  C1 1.492, C3 1.412
3 C 12.191 2.567 -0.275  O2 1.412, C4 1.530, H10 1.090, H11 1.090
4 C 10.828 1.999 0.128  C3 1.530, C5 1.526, N6 1.442, H12 1.090
5 C 10.062 3.247 0.558  C4 1.526, H13 1.090, H14 1.090, H15 1.090
6 N 10.950 1.065 1.220  C4 1.442, H16 1.010, H17 1.010
7 H 14.808 0.527 -0.758  C1 1.090
8 H 14.302 1.670 0.668  C1 1.090
9 H 14.732 2.248 -0.940  C1 1.090
10 H 12.783 3.090 0.475  C3 1.090
11 H 12.149 3.419 -0.953  C3 1.090
12 H 10.458 1.369 -0.681  C4 1.090
13 H 9.021 2.974 0.729  C5 1.090
14 H 10.150 4.204 0.043  C5 1.090
15 H 10.377 3.511 1.568  C5 1.090
16 H 11.195 0.155 0.856  N6 1.010
17 H 11.740 1.417 1.741  N6 1.010
18 C 5.051 -1.388 9.256  O19 1.397, H24 1.090, H25 1.090, H26 1.090
19 O 3.771 -0.880 9.490  C18 1.397, C20 1.522
20 C 2.870 -2.043 9.878  O19 1.522, C21 1.560, H27 1.090, H28 1.090
21 C 1.535 -1.595 10.549  C20 1.560, C22 1.540, N23 1.508, H29 1.090
22 C 0.501 -2.669 10.935  C21 1.540, H30 1.090, H31 1.090, H32 1.090
23 N 0.697 -0.714 9.657  C21 1.508, H33 1.010, H34 1.010
24 H 5.667 -0.611 8.803  C18 1.090
25 H 5.002 -2.197 8.528  C18 1.090
26 H 5.548 -1.896 10.082  C18 1.090
27 H 2.716 -2.570 8.936  C20 1.090
28 H 3.330 -2.709 10.609  C20 1.090
29 H 1.834 -0.910 11.342  C21 1.090
30 H 0.275 -3.380 10.140  C22 1.090
31 H -0.371 -2.336 11.497  C22 1.090
32 H 0.997 -3.237 11.722  C22 1.090
33 H 0.374 -1.252 8.866  N23 1.010
34 H 1.307 -0.022 9.247  N23 1.010
35 C 8.392 -7.210 3.751  O36 1.439, H41 1.090, H42 1.090, H43 1.090
36 O 8.863 -8.569 3.697  C35 1.439, C37 1.462
37 C 9.899 -8.912 4.670  O36 1.462, C38 1.557, H44 1.090, H45 1.090
38 C 10.233 -10.416 4.447  C37 1.557, C39 1.481, N40 1.520, H46 1.090
39 C 9.191 -11.465 4.540  C38 1.481, H47 1.090, H48 1.090, H49 1.090
40 N 11.403 -11.062 5.171  C38 1.520, H50 1.010, H51 1.010
41 H 9.175 -6.494 4.000  C35 1.090
42 H 7.812 -7.057 4.661  C35 1.090
43 H 7.811 -6.757 2.947  C35 1.090
44 H 10.737 -8.222 4.570  C37 1.090
45 H 9.510 -8.787 5.680  C37 1.090
46 H 10.694 -10.480 3.461  C38 1.090
47 H 8.450 -11.240 3.773  C39 1.090
48 H 8.563 -11.512 5.429  C39 1.090
49 H 9.651 -12.437 4.361  C39 1.090
50 H 11.544 -11.937 4.686  N40 1.010
51 H 11.057 -11.354 6.074  N40 1.010
52 C -5.184 7.404 -3.517  O53 1.379, H61 1.090, H62 1.090, H63 1.090
53 O -4.962 6.640 -4.643  C52 1.379, C54 1.413
54 C -6.132 6.553 -5.430  O53 1.413, C55 1.620, H64 1.090, H65 1.090
55 C -5.818 5.735 -6.793  C54 1.620, N56 1.445, H66 1.090, H67 1.090
56 N -5.483 6.725 -7.791  C55 1.445, C57 1.528, H68 1.010
57 C -5.246 6.260 -9.228  N56 1.528, C58 1.536, H69 1.090, H70 1.090
58 C -6.454 5.531 -9.835  C57 1.536, O59 1.467, H71 1.090, H72 1.090
59 O -6.646 4.221 -9.204  C58 1.467, C60 1.422
60 C -7.806 3.568 -9.704  O59 1.422, H73 1.090, H74 1.090, H75 1.090
61 H -6.185 7.394 -3.087  C52 1.090
62 H -4.948 8.461 -3.640  C52 1.090
63 H -4.540 6.845 -2.838  C52 1.090
64 H -6.561 7.542 -5.587  C54 1.090
65 H -6.879 6.121 -4.764  C54 1.090
66 H -6.666 5.207 -7.228  C55 1.090
67 H -5.062 4.951 -6.774  C55 1.090
68 H -4.818 7.426 -7.497  N56 1.010
69 H -4.521 5.455 -9.350  C57 1.090
70 H -4.945 7.093 -9.863  C57 1.090
71 H -6.408 5.448 -10.921  C58 1.090
72 H -7.257 6.265 -9.775  C58 1.090
73 H -7.825 2.506 -9.456  C60 1.090
74 H -7.753 3.558 -10.793  C60 1.090
75 H -8.783 4.026 -9.552  C60 1.090
76 C -1.224 11.153 -4.893  O77 1.468, H85 1.090, H86 1.090, H87 1.090
77 O 0.113 10.754 -5.349  C76 1.468, C78 1.385
78 C 0.554 9.570 -4.781  O77 1.385, C79 1.545, H88 1.090, H89 1.090
79 C 1.989 9.253 -5.257  C78 1.545, N80 1.475, H90 1.090, H91 1.090
80 N 2.246 7.817 -5.036  C79 1.475, C81 1.479, H92 1.010
81 C 2.492 7.449 -3.625  N80 1.479, C82 1.476, H93 1.090, H94 1.090
82 C 2.432 5.976 -3.563  C81 1.476, O83 1.500, H95 1.090, H96 1.090
83 O 3.681 5.221 -3.909  C82 1.500, C84 1.491
84 C 3.268 3.844 -4.306  O83 1.491, H97 1.090, H98 1.090, H99 1.090
85 H -1.376 12.069 -5.465  C76 1.090
86 H -1.336 11.355 -3.828  C76 1.090
87 H -1.977 10.482 -5.306  C76 1.090
88 H -0.122 8.727 -4.924  C78 1.090
89 H 0.718 9.666 -3.707  C78 1.090
90 H 2.712 9.930 -4.803  C79 1.090
91 H 2.057 9.345 -6.341  C79 1.090
92 H 2.970 7.565 -5.694  N80 1.010
93 H 1.709 7.811 -2.958  C81 1.090
94 H 3.381 7.839 -3.129  C81 1.090
95 H 1.619 5.639 -4.205  C82 1.090
96 H 2.058 5.666 -2.588  C82 1.090
97 H 4.199 3.276 -4.299  C84 1.090
98 H 2.835 3.899 -5.305  C84 1.090
99 H 2.662 3.325 -3.563  C84 1.090
100 C -8.259 -6.570 5.555  O101 1.440, H109 1.090, H110 1.090, H111 1.090
101 O -7.246 -7.475 6.034  C100 1.440, C102 1.458
102 C -5.971 -7.379 5.335  O101 1.458, C103 1.553, H112 1.090, H113 1.090
103 C -5.860 -8.222 4.035  C102 1.553, N104 1.515, H114 1.090, H115 1.090
104 N -6.776 -7.555 3.031  C103 1.515, C105 1.405, H116 1.010
105 C -6.729 -8.149 1.758  N104 1.405, C106 1.601, H117 1.090, H118 1.090
106 C -7.835 -7.764 0.666  C105 1.601, O107 1.404, H119 1.090, H120 1.090
107 O -9.047 -7.264 1.169  C106 1.404, C108 1.437
108 C -8.846 -5.911 1.611  O107 1.437, H121 1.090, H122 1.090, H123 1.090
109 H -7.843 -5.703 5.040  C100 1.090
110 H -8.901 -6.215 6.361  C100 1.090
111 H -9.003 -6.981 4.873  C100 1.090
112 H -5.145 -7.757 5.938  C102 1.090
113 H -5.721 -6.327 5.196  C102 1.090
114 H -5.930 -9.277 4.299  C103 1.090
115 H -4.861 -7.996 3.662  C103 1.090
116 H -7.754 -7.638 3.267  N104 1.010
117 H -6.634 -9.232 1.828  C105 1.090
118 H -5.823 -7.851 1.230  C105 1.090
119 H -7.981 -8.671 0.080  C106 1.090
120 H -7.544 -7.032 -0.087  C106 1.090
121 H -8.735 -5.804 2.690  C108 1.090
122 H -9.750 -5.331 1.428  C108 1.090
123 H -8.060 -5.331 1.128  C108 1.090
124 C -0.190 -6.239 -3.575  O125 1.465, H133 1.090, H134 1.090, H135 1.090
125 O -1.052 -5.519 -4.516  C124 1.465, C126 1.409
126 C -0.595 -5.666 -5.841  O125 1.409, C127 1.485, H136 1.090, H137 1.090
127 C 0.454 -4.647 -6.102  C126 1.485, N128 1.462, H138 1.090, H139 1.090
128 N 0.042 -3.257 -5.914  C127 1.462, C129 1.460, H140 1.010
129 C -0.952 -2.877 -6.914  N128 1.460, C130 1.634, H141 1.090, H142 1.090
130 C -0.818 -1.273 -7.193  C129 1.634, O131 1.455, H143 1.090, H144 1.090
131 O 0.476 -0.950 -7.774  C130 1.455, C132 1.382
132 C 0.710 0.401 -7.944  O131 1.382, H145 1.090, H146 1.090, H147 1.090
133 H -0.419 -7.287 -3.384  C124 1.090
134 H -0.227 -5.845 -2.559  C124 1.090
135 H 0.806 -6.301 -4.014  C124 1.090
136 H -1.424 -5.533 -6.536  C126 1.090
137 H -0.335 -6.709 -6.022  C126 1.090
138 H 0.944 -4.840 -7.056  C127 1.090
139 H 1.251 -4.840 -5.384  C127 1.090
140 H -0.442 -3.240 -5.028  N128 1.010
141 H -1.994 -2.995 -6.617  C129 1.090
142 H -0.760 -3.293 -7.903  C129 1.090
143 H -1.021 -0.727 -6.271  C130 1.090
144 H -1.596 -0.955 -7.887  C130 1.090
145 H 0.283 0.840 -8.846  C132 1.090
146 H 1.799 0.420 -7.910  C132 1.090
147 H 0.359 1.007 -7.108  C132 1.090
148 C -2.732 2.197 2.655  O149 1.437, H157 1.090, H158 1.090, H159 1.090
149 O -3.401 0.993 2.247  C148 1.437, C150 1.419
150 C -3.509 0.802 0.845  O149 1.419, C151 1.632, H160 1.090, H161 1.090
151 C -2.259 0.034 0.128  C150 1.632, N152 1.413, H162 1.090, H163 1.090
152 N -2.031 -1.342 0.350  C151 1.413, C153 1.414, H164 1.010
153 C -1.754 -1.615 1.710  N152 1.414, C154 1.580, H165 1.090, H166 1.090
154 C -0.365 -1.039 2.196  C153 1.580, O155 1.431, H167 1.090, H168 1.090
155 O -0.490 0.261 2.780  C154 1.431, C156 1.408
156 C 0.735 0.885 3.084  O155 1.408, H169 1.090, H170 1.090, H171 1.090
157 H -1.770 2.281 2.150  C148 1.090
158 H -2.544 2.025 3.715  C148 1.090
159 H -3.467 2.995 2.547  C148 1.090
160 H -3.887 1.661 0.291  C150 1.090
161 H -4.338 0.095 0.797  C150 1.090
162 H -1.280 0.507 0.053  C151 1.090
163 H -2.549 0.008 -0.922  C151 1.090
164 H -2.778 -1.982 0.120  N152 1.010
165 H -1.674 -2.687 1.887  C153 1.090
166 H -2.513 -1.222 2.386  C153 1.090
167 H 0.526 -1.264 1.610  C154 1.090
168 H -0.257 -1.561 3.147  C154 1.090
169 H 1.528 0.539 2.421  C156 1.090
170 H 1.108 0.556 4.054  C156 1.090
171 H 0.660 1.966 3.199  C156 1.090
172 N -10.468 10.254 8.670  C173 1.306, H176 1.010, H177 1.010
173 C -9.467 10.175 7.836  N172 1.306, N174 1.316, O175 1.184
174 N -9.208 8.938 7.468  C173 1.316, H178 1.010, H179 1.010
175 O -8.827 11.065 7.390  C173 1.184
176 H -10.763 11.157 9.013  N172 1.010
177 H -11.038 9.434 8.824  N172 1.010
178 H -8.311 8.715 7.060  N174 1.010
179 H -9.726 8.283 8.036  N174 1.010

## Properties
LUMO energy   0.01714 Ha
Maximum force   3.9 eV/Å
SMILES string   COC[C@H](C)N.COC[C@H](C)N.COC[C@H](C)N.COCCNCCOC.COCCNCCOC.COCCNCCOC.COCCNCCOC.COCCNCCOC.NC(N)=O
Relative energy (zero: lowest compared OMol25 entry of this formula, charge and spin)   7.570 eV
Total energy   -3305.84477 Eh
Net charge   0